Formula: C29H56BN10O10S2
Source: the OMol25 dataset
Level of theory: ωB97M-V/def2-TZVPD

Values from the calculation:
E_LUMO (eV): -3.717
Highest occupied orbital energy (eV): -9.62
Calculated total energy (eV): -88686.791
Gap between HOMO and LUMO (eV): 5.902

Structure (ORCA input):
```
! wB97M-V def2-TZVPD RIJCOSX def2/J DEFGRID3
* xyz 1 1
C 9.5257 -1.4733 0.5093
C 10.6888 -1.0528 -0.5682
C 10.2816 0.1842 -1.5721
O 10.4701 0.0283 -2.9089
O 9.7616 1.4475 -0.9637
C 8.3387 1.4592 -1.3459
C 7.2916 1.6420 -0.0976
N 5.8907 1.3363 -0.6674
N 5.5354 0.1494 -1.3205
C 4.0765 0.2174 -1.7861
N 3.6594 1.5948 -1.2958
C 2.3274 2.2929 -1.4606
C 1.0175 1.2899 -1.1847
C 0.3342 0.9386 -2.6313
S -0.5183 -0.7239 -2.7339
C -0.6111 -1.5913 -1.0790
S -0.1787 -3.2647 -1.0476
N -1.0578 -0.9987 0.2381
C -0.8977 -1.7106 1.5922
C -1.5600 -0.6944 2.7363
N -2.0787 0.5803 2.0612
C -1.7256 0.3071 0.6064
C 4.7588 2.3367 -0.5664
O 4.8064 3.6543 0.0872
B 4.5679 3.3720 1.5470
O 4.0570 4.3951 2.4974
O 4.8476 2.0216 2.1510
H 8.6332 -2.0445 0.0115
H 9.1074 -0.4968 1.0086
H 9.9429 -2.1397 1.4062
H 11.6659 -0.7584 0.0496
H 10.9545 -2.0298 -1.1819
H 8.0866 0.4557 -1.9346
H 8.0923 2.3316 -2.1210
H 7.3675 2.7863 0.2343
H 7.5404 1.0145 0.8591
H 3.4449 -0.5928 -2.3723
H 2.2836 2.7151 -2.5761
H 2.2255 3.2615 -0.7736
H 1.2956 0.3664 -0.5225
H 0.2351 1.9842 -0.6090
H -0.4840 1.7795 -2.8424
H 1.0921 1.0002 -3.5488
H -0.4205 -2.7467 1.8520
H -1.6706 -0.8614 3.9047
H -1.9412 1.0711 -0.2527
H 3.9252 3.9694 3.4054
H 5.8352 1.9256 2.3366
C -2.8018 -1.2381 -5.5577
C -3.4504 0.0209 -5.0530
O -2.9423 0.7111 -4.1713
N -4.6418 0.3926 -5.6043
C -5.3945 -0.2746 -6.6397
H -1.8613 -1.4032 -5.0247
H -3.4560 -2.0952 -5.3770
H -2.5821 -1.1448 -6.6247
H -5.0158 1.2496 -5.2134
H -5.5127 0.4210 -7.4741
H -6.3796 -0.5219 -6.2365
H -4.9058 -1.1845 -6.9906
C -3.3024 -0.4193 7.7963
C -3.3181 -0.5827 6.3019
O -2.4524 -1.2189 5.7036
N -4.3348 0.0018 5.6045
C -5.4363 0.7822 6.1157
H -2.4345 -0.9392 8.2114
H -3.2274 0.6399 8.0568
H -4.2062 -0.8553 8.2306
H -4.2770 -0.1522 4.6045
H -6.3659 0.2875 5.8241
H -5.3951 1.7707 5.6518
H -5.4048 0.8878 7.2010
C -8.4956 -1.3424 -2.7481
C -8.5697 -1.2178 -4.2446
O -7.5656 -1.0773 -4.9404
N -9.8009 -1.2645 -4.8308
C -11.0877 -1.4221 -4.1959
H -7.4513 -1.2873 -2.4284
H -9.0448 -0.5232 -2.2761
H -8.9031 -2.3063 -2.4316
H -9.7695 -1.1740 -5.8397
H -11.5581 -2.3207 -4.6025
H -11.6986 -0.5519 -4.4481
H -11.0101 -1.5104 -3.1114
C -0.4693 0.0371 11.0484
C -1.3198 1.1440 10.4897
O -2.3123 0.9219 9.7986
N -0.9618 2.4303 10.7703
C 0.1569 2.8959 11.5549
H -0.8789 -0.9290 10.7406
H 0.5510 0.1178 10.6639
H -0.4691 0.0796 12.1410
H -1.5819 3.1189 10.3599
H -0.2348 3.4926 12.3823
H 0.7771 3.5305 10.9172
H 0.7595 2.0769 11.9498
C 1.2246 -3.8624 -6.6389
C 0.5233 -2.5453 -6.8228
O -0.6995 -2.4386 -6.7483
N 1.2865 -1.4440 -7.0801
C 2.7222 -1.3608 -7.2052
H 0.4865 -4.6447 -6.4411
H 1.7716 -4.1260 -7.5481
H 1.9068 -3.8080 -5.7862
H 0.7435 -0.5956 -7.1916
H 3.0876 -0.6578 -6.4526
H 2.9536 -0.9733 -8.2004
H 3.2098 -2.3270 -7.0683
*
```

Atomic partial charges in e from the Löwdin method, atoms 1 to 6: number 1, C, carries -0.13; number 2, C, carries -0.13; number 3, C, carries -0.24; number 4, O, carries 0.00; number 5, O, carries -0.09; number 6, C, carries -0.17